1.
DFT (ωB97M-V/def2-TZVPD) results for a 2-piece molecular cluster, C23H21BF9N3O5S overall in a non-equilibrium geometry.

## Properties
HOMO ... -0.33310 hartree
HOMO-LUMO gap ... 7.94 eV
Largest force on an atom ... 1.1 eV/A

The geometry in ORCA input format:
```
! wB97M-V def2-TZVPD RIJCOSX def2/J DEFGRID3
* xyz 0 1
C -4.055 -2.895 1.239
C -5.061 -2.331 0.242
O -5.168 -0.903 0.304
B -4.075 -0.116 0.071
O -4.045 1.121 0.666
C -2.912 -0.535 -0.913
C -3.309 -1.074 -2.174
C -2.418 -1.469 -3.114
C -1.044 -1.339 -2.859
N -0.148 -1.749 -3.797
C 1.113 -1.599 -3.503
C 1.511 -1.005 -2.278
S 3.230 -0.778 -1.784
O 3.761 -2.016 -1.297
O 3.298 0.384 -0.957
C 4.188 -0.292 -3.337
F 4.684 0.930 -3.128
F 3.365 -0.227 -4.400
C 5.342 -1.268 -3.698
F 5.724 -0.960 -4.960
F 4.868 -2.521 -3.727
C 6.592 -1.185 -2.752
F 6.290 -0.516 -1.626
F 6.946 -2.439 -2.416
C 7.847 -0.527 -3.397
F 8.387 -1.347 -4.299
F 8.742 -0.313 -2.430
F 7.553 0.643 -3.966
N 0.686 -0.609 -1.364
C -0.632 -0.784 -1.623
C -1.581 -0.389 -0.639
C -1.045 0.166 0.651
C -0.234 -0.871 1.470
C -0.601 -0.771 2.928
N -1.357 -1.838 3.451
O -0.299 0.196 3.597
H -3.946 -2.212 2.080
H -4.445 -3.828 1.647
H -3.087 -3.104 0.791
H -4.848 -2.667 -0.773
H -6.053 -2.710 0.483
H -4.393 1.087 1.564
H -4.368 -1.174 -2.375
H -2.738 -1.879 -4.062
H 1.849 -1.951 -4.212
H -0.377 0.991 0.405
H -1.847 0.573 1.261
H 0.830 -0.655 1.390
H -0.403 -1.885 1.107
H -1.635 -1.581 4.394
H -0.812 -2.691 3.520
C -0.778 5.488 4.616
C -0.475 4.133 4.626
C -1.351 3.217 4.059
C -2.532 3.666 3.484
C -2.841 5.019 3.477
C -1.962 5.931 4.043
H -0.090 6.200 5.055
H 0.448 3.788 5.075
H -1.109 2.161 4.063
H -3.217 2.956 3.035
H -3.764 5.363 3.029
H -2.199 6.987 4.038
*
```

Formally, the Löwdin partial charges of the atoms, in units of the elementary charge, are as follows: -0.058 -0.221 0.080 -0.610 0.175 -0.015 -0.017 0.000 -0.189 0.159 -0.078 -0.278 0.785 -0.256 -0.253 -0.457 0.139 0.116 -0.363 0.150 0.153 -0.338 0.161 0.166 -0.546 0.188 0.185 0.185 0.184 -0.127 -0.101 -0.092 -0.095 -0.507 0.135 0.068 0.075 0.078 0.073 0.106 0.120 0.109 0.121 0.120 0.117 0.135 0.104 0.119 0.115 0.097 0.101 -0.100 -0.089 -0.083 -0.092 -0.100 -0.103 0.098 0.102 0.069 0.086 0.098 0.098

***

2.
DFT (ωB97M-V/def2-TZVPD) results for a 2-piece molecular cluster, C4H13N2O overall in a non-equilibrium geometry.

## Properties
HOMO ... -0.46832 hartree
Energy above the lowest of the compared OMol25 structures with the same formula, charge and spin ... 60.5 kcal/mol
HOMO-LUMO gap ... 9.44 eV
Largest force on an atom ... 2.1 eV/A

The geometry in ORCA input format:
```
! wB97M-V def2-TZVPD RIJCOSX def2/J DEFGRID3
* xyz 1 1
C 2.494 0.449 -0.460
C 1.457 -0.358 -1.282
C 0.079 -0.025 -0.844
C -0.870 -0.851 -0.450
N -2.179 -0.279 0.070
N 2.790 1.809 -0.895
H 2.182 0.506 0.592
H 3.383 -0.197 -0.384
H 1.596 -0.214 -2.351
H 1.609 -1.435 -1.123
H -0.220 1.026 -0.785
H -1.094 -1.908 -0.583
H -2.630 -0.835 0.807
H -2.873 -0.312 -0.687
H -1.940 0.704 0.202
H 3.432 1.776 -1.682
H 1.926 2.126 -1.332
H -2.907 0.002 3.579
H -2.697 -1.569 3.542
O -2.877 -0.778 3.018
*
```

Formally, the Löwdin partial charges of the atoms, in units of the elementary charge, are as follows: -0.285 -0.173 -0.090 -0.052 0.187 0.008 0.111 0.121 0.126 0.123 0.129 0.136 0.131 0.172 0.155 0.076 0.060 0.055 0.060 -0.051

***

| no. | E_tot (a.u.) | LUMO (eV) |
| --- | --- | --- |
| 1 | -2751.43679 | -1.12 |
| 2 | -344.67046 | -3.30 |